Record 1
# C22H23AuFGe2N2O8S3Se

A structure of composition C22H23AuFGe2N2O8S3Se at a distorted geometry (ωB97M-V with the def2-TZVPD basis set, the OMol25 dataset).

The geometry in ORCA input format:
```
! wB97M-V def2-TZVPD RIJCOSX def2/J DEFGRID3
* xyz -2 4
Au -1.387 -0.077 0.297
S -3.737 -4.159 -1.946
C -2.652 -3.130 -1.160
S -3.105 -1.876 -0.139
S -1.128 -3.738 -1.546
C 3.046 2.309 1.267
Ge 2.383 0.456 1.494
C 1.785 0.241 3.370
C 4.074 -0.635 1.473
Ge 0.911 -0.652 -0.149
C 1.456 -2.533 0.169
C 2.199 -3.301 -0.724
C 2.512 -4.622 -0.438
C 2.092 -5.197 0.753
C 1.373 -4.437 1.667
C 1.063 -3.119 1.373
C 1.561 -0.212 -1.976
C 0.948 -0.759 -3.105
C 1.345 -0.396 -4.384
C 2.361 0.534 -4.559
C 2.977 1.094 -3.449
C 2.577 0.722 -2.173
H 3.778 2.507 2.054
H 2.223 3.016 1.357
H 3.531 2.464 0.302
H 2.403 0.857 4.028
H 1.878 -0.801 3.683
H 0.747 0.547 3.490
H 4.717 -0.359 2.313
H 4.638 -0.488 0.548
H 3.835 -1.697 1.556
H 2.519 -2.861 -1.663
H 3.070 -5.215 -1.154
H 2.314 -6.236 0.967
H 1.041 -4.879 2.599
H 0.486 -2.528 2.079
H 0.147 -1.477 -2.979
H 0.850 -0.830 -5.245
H 2.666 0.827 -5.558
H 3.763 1.829 -3.579
H 3.056 1.169 -1.310
O -3.946 2.524 3.029
Se -2.288 1.772 3.413
O -2.369 2.215 4.945
O -3.291 0.841 1.132
O -1.385 3.132 2.703
F -3.851 0.412 -3.146
C -4.058 1.007 -1.954
C -3.228 2.020 -1.578
N -3.393 2.648 -0.383
C -2.915 3.876 -0.105
C -0.420 2.964 1.672
O 0.086 4.013 1.307
O -0.147 1.777 1.305
C -4.076 1.780 0.673
O -4.549 2.644 1.718
N -5.296 1.350 0.005
C -5.242 0.660 -1.203
O -6.162 -0.053 -1.578
H -2.457 2.393 -2.241
H -3.027 4.279 0.883
H -2.288 4.360 -0.836
H -6.014 1.026 0.635
*
```

As for the relative energy (zero: lowest compared OMol25 entry of this formula, charge and spin): 61.3 kJ/mol.

Mulliken population analysis, charges in e, atoms 1 to 4:
1. Au 0.964
2. S -0.268
3. C 0.136
4. S -0.199



Record 2
# C3H6IrO3

A structure of composition C3H6IrO3 at a distorted geometry (ωB97M-V with the def2-TZVPD basis set, the OMol25 dataset).

The geometry in ORCA input format:
```
! wB97M-V def2-TZVPD RIJCOSX def2/J DEFGRID3
* xyz 2 6
H 0.390 2.139 -0.998
O 0.801 -0.084 0.703
C -0.336 -0.023 0.240
O -0.841 -1.011 -0.441
Ir 2.677 0.255 0.643
O -0.987 1.083 0.040
C -0.242 2.297 -0.121
H 0.393 2.479 0.754
H -0.929 3.134 -0.284
C -0.341 -2.329 -0.174
H 0.706 -2.285 -0.477
H -0.390 -2.598 0.887
H -0.901 -3.058 -0.771
*
```

As for the relative energy (zero: lowest compared OMol25 entry of this formula, charge and spin): 0.0 kJ/mol.

Mulliken population analysis, charges in e, atoms 1 to 4:
1. H 0.387
2. O -0.391
3. C 0.845
4. O -0.167



Record 3
# CH4N4O2

An isolated molecule of CH4N4O2 at a distorted geometry (ωB97M-V with the def2-TZVPD basis set, the OMol25 dataset).

The geometry in ORCA input format:
```
! wB97M-V def2-TZVPD RIJCOSX def2/J DEFGRID3
* xyz 0 1
C 0.506 -1.011 0.099
N 0.353 0.239 -0.127
N -0.837 0.894 -0.208
N -1.767 -0.173 -0.385
N -2.937 -0.084 -0.014
O -3.695 -1.016 0.026
O -3.580 1.092 0.145
H -0.380 -1.643 0.404
H 1.452 -1.595 -0.165
H 1.150 0.874 -0.251
H -3.090 2.018 -0.117
*
```

As for the relative energy (zero: lowest compared OMol25 entry of this formula, charge and spin): 552.4 kJ/mol.

Mulliken population analysis, charges in e, atoms 1 to 4:
1. C -0.313
2. N 0.208
3. N -0.617
4. N -0.366



Record 4
# C9H14

A cluster of 2 separate species, C9H14 in total (ωB97M-V with the def2-TZVPD basis set, the OMol25 dataset).

The geometry in ORCA input format:
```
! wB97M-V def2-TZVPD RIJCOSX def2/J DEFGRID3
* xyz 0 1
C -0.505 2.171 -2.548
C 0.027 1.740 1.202
C -0.361 0.412 1.378
C -0.015 2.304 -0.060
C -0.510 1.609 -1.160
C -0.806 -0.305 0.282
C -0.974 0.303 -0.949
H 0.434 2.290 2.038
H -0.399 -0.034 2.364
H 0.327 3.322 -0.233
H -1.121 -1.335 0.388
H 0.321 1.743 -3.110
H -0.454 3.258 -2.604
H -1.412 -0.201 -1.800
H -1.428 1.939 -3.084
C 0.814 -3.894 1.258
C 1.705 -2.877 0.539
H -0.225 -3.581 1.186
H 0.879 -4.893 0.811
H 1.059 -4.059 2.304
H 1.199 -2.510 -0.356
H 2.647 -3.312 0.226
H 1.854 -2.014 1.191
*
```

As for the SMILES: Cc1ccccc1.CC. As for the relative energy (zero: lowest compared OMol25 entry of this formula, charge and spin): 20.2 kJ/mol.

Mulliken population analysis, charges in e, atoms 1 to 4:
1. C -1.396
2. C -0.423
3. C -0.655
4. C -0.445



Record 5
# H80O40

A cluster of 40 separate species, H80O40 in total at a distorted geometry (ωB97M-V with the def2-TZVPD basis set, the OMol25 dataset).

The geometry in ORCA input format:
```
! wB97M-V def2-TZVPD RIJCOSX def2/J DEFGRID3
* xyz 0 1
H 1.998 3.406 3.458
H 2.103 4.849 3.693
O 1.774 4.074 4.131
H 0.291 -1.829 4.556
H 1.318 -2.538 3.835
O 1.210 -1.639 4.238
H -0.475 4.763 4.490
H -0.556 5.205 2.949
O -0.996 4.912 3.759
H 2.548 1.277 2.856
H 3.040 2.374 1.808
O 3.135 1.462 2.118
H 2.373 -1.116 -6.030
H 1.693 -1.941 -4.785
O 2.241 -1.242 -5.083
H 0.137 -3.859 0.150
O 0.313 -3.241 0.897
H -0.494 -3.070 2.548
O -1.074 -3.108 3.336
H 4.082 0.251 -3.461
H 4.554 0.541 -2.117
O 4.707 0.933 -3.064
H 0.220 5.479 -3.577
H 0.720 4.209 -2.772
O 0.854 4.741 -3.541
H 5.517 2.503 0.436
H 5.020 3.565 -0.824
O 5.028 3.251 0.110
H -3.105 -3.430 1.041
H -4.025 -3.340 2.086
O -4.121 -3.582 1.135
H -6.188 1.773 1.286
O -5.879 1.090 0.729
H 2.597 1.068 5.746
H 1.286 1.037 5.093
O 2.072 1.613 5.155
H -1.040 6.067 -1.031
H -0.976 4.622 -1.363
O -0.500 5.419 -1.448
H 2.550 5.685 1.044
H 3.372 4.496 0.652
O 2.985 4.880 1.467
H -3.401 2.343 -4.916
H -3.814 0.993 -4.741
O -3.942 1.864 -4.294
H -0.686 -0.856 -1.912
H -1.999 -0.835 -2.653
O -1.451 -1.373 -2.134
H -1.012 -2.488 -4.895
H -0.842 -3.407 -3.611
O -0.486 -3.322 -4.469
H -3.513 -1.406 2.144
O -3.637 -0.955 1.330
H -5.036 1.871 -1.766
H -4.398 2.948 -2.601
O -4.195 2.289 -1.952
H -3.302 4.267 4.471
O -3.391 3.435 4.005
H -2.745 0.121 4.710
H -3.735 0.915 4.253
O -3.622 -0.093 4.269
H -4.395 -2.243 -0.926
H -5.816 -2.683 -1.212
O -5.108 -2.066 -1.546
H 3.053 0.226 0.260
H 4.029 1.442 -0.132
O 3.587 0.624 -0.490
H 2.284 -1.114 1.918
H 3.702 -1.587 2.051
O 2.840 -1.741 2.302
H 1.377 2.408 -0.461
H 1.433 1.999 -1.932
O 1.037 2.640 -1.326
H 3.643 -5.130 -1.256
H 2.969 -3.882 -0.750
O 3.352 -4.286 -1.530
H 0.765 0.845 -3.779
H 2.213 0.795 -4.025
O 1.648 0.826 -3.233
H -2.344 -0.309 -5.929
H -3.321 -0.990 -5.112
O -2.382 -0.705 -5.027
H -0.936 -5.583 -1.256
H -2.077 -6.208 -2.107
O -1.293 -6.467 -1.623
H 4.140 -2.469 -2.110
H 5.552 -2.270 -2.676
O 4.731 -1.836 -2.537
H -1.985 1.591 -1.805
O -1.179 1.122 -2.042
H -2.966 -3.252 -2.538
H -3.545 -4.192 -1.346
O -3.056 -4.258 -2.155
H -4.266 -0.268 1.538
H 1.244 -2.997 0.937
H -2.611 3.489 3.484
H -1.025 -4.061 3.551
H -6.625 0.545 0.239
H -0.265 1.423 -1.830
O 1.278 -5.669 0.089
H 1.844 -4.911 -0.064
H 1.404 -6.138 -0.787
O -0.212 2.191 4.457
H -0.831 2.841 3.834
H -0.399 2.556 5.347
O 0.556 -0.461 2.340
H -0.423 -0.626 2.348
H 0.314 0.494 2.447
O -1.617 -0.007 0.498
H -1.532 -1.004 0.547
H -2.465 0.211 0.101
O -1.973 2.479 1.869
H -1.615 1.691 1.503
H -2.600 2.845 1.233
O 2.152 -1.843 -1.040
H 2.459 -0.924 -0.881
H 2.429 -1.702 -1.938
O 5.021 -2.438 0.473
H 5.412 -2.070 -0.313
H 4.864 -1.652 0.916
*
```

As for the relative energy (zero: lowest compared OMol25 entry of this formula, charge and spin): 1116.2 kJ/mol.

Mulliken population analysis, charges in e, atoms 1 to 4:
1. H 0.170
2. H 0.262
3. O -0.525
4. H 0.341



Record 6
# C60H106O22

A cluster of 15 separate species, C60H106O22 in total at a distorted geometry (ωB97M-V with the def2-TZVPD basis set, the OMol25 dataset).

The geometry in ORCA input format:
```
! wB97M-V def2-TZVPD RIJCOSX def2/J DEFGRID3
* xyz 0 1
C 7.259 4.821 0.603
C 8.470 5.176 -0.218
C 9.267 3.915 -0.268
O 8.502 2.955 0.464
C 7.179 3.323 0.385
H 6.345 5.266 0.211
H 7.403 5.203 1.614
H 8.976 6.014 0.261
H 8.182 5.455 -1.232
H 10.210 3.944 0.278
H 9.274 3.607 -1.313
H 6.621 2.858 1.197
H 6.715 3.054 -0.564
C -8.926 0.660 5.567
C -7.775 0.677 4.584
C -7.888 -0.725 3.963
O -9.175 -1.215 4.273
C -9.961 -0.170 4.848
H -9.315 1.649 5.810
H -8.611 0.201 6.504
H -6.842 0.832 5.126
H -7.868 1.457 3.828
H -7.190 -1.483 4.318
H -7.654 -0.619 2.904
H -10.661 -0.564 5.585
H -10.521 0.334 4.061
C -7.084 -6.693 -2.966
C -5.746 -6.862 -3.690
C -4.736 -6.552 -2.631
O -5.531 -5.872 -1.636
C -6.812 -5.499 -2.068
H -7.283 -7.570 -2.350
H -7.938 -6.506 -3.616
H -5.519 -6.178 -4.508
H -5.580 -7.858 -4.102
H -4.008 -5.832 -3.005
H -4.209 -7.430 -2.257
H -6.742 -4.570 -2.634
H -7.566 -5.373 -1.291
C 2.739 -9.747 -6.487
C 3.219 -11.034 -5.952
C 1.901 -11.565 -5.366
O 1.085 -10.454 -5.181
C 1.786 -9.252 -5.473
H 2.255 -9.925 -7.447
H 3.643 -9.164 -6.662
H 4.063 -10.910 -5.273
H 3.631 -11.584 -6.798
H 2.108 -12.054 -4.413
H 1.414 -12.208 -6.099
H 2.361 -9.000 -4.582
H 1.114 -8.430 -5.719
C 4.621 2.539 8.832
C 3.141 2.157 8.687
C 2.976 1.991 7.238
O 3.819 2.962 6.677
C 4.861 3.337 7.557
H 5.289 1.678 8.858
H 4.796 3.144 9.721
H 2.524 2.974 9.060
H 2.896 1.236 9.218
H 1.933 2.143 6.961
H 3.271 0.968 7.005
H 4.816 4.384 7.855
H 5.849 3.231 7.109
C -4.362 -3.584 10.720
C -4.264 -3.737 9.159
C -3.232 -2.636 8.971
O -3.714 -1.551 9.801
C -4.392 -2.082 10.953
H -3.551 -3.987 11.327
H -5.256 -4.036 11.152
H -5.155 -3.510 8.574
H -3.815 -4.694 8.894
H -3.170 -2.372 7.915
H -2.195 -2.874 9.208
H -5.386 -1.648 10.842
H -3.946 -1.795 11.906
C 7.106 -1.627 -5.729
C 6.953 -3.001 -6.383
C 8.049 -3.018 -7.441
O 8.724 -1.671 -7.327
C 7.773 -0.751 -6.772
H 7.815 -1.580 -4.902
H 6.191 -1.248 -5.274
H 5.945 -3.059 -6.794
H 7.062 -3.841 -5.696
H 7.610 -3.060 -8.438
H 8.839 -3.767 -7.406
H 7.051 -0.284 -7.443
H 8.329 0.048 -6.284
C -0.368 -1.822 -7.606
C -0.061 -2.522 -8.944
C -0.914 -1.710 -9.989
O -1.835 -0.992 -9.212
C -1.149 -0.529 -8.061
H 0.574 -1.710 -7.070
H -0.970 -2.481 -6.980
H -0.432 -3.546 -8.968
H 0.997 -2.456 -9.201
H -1.415 -2.345 -10.719
H -0.296 -1.033 -10.579
H -1.870 -0.241 -7.296
H -0.447 0.287 -8.238
O -0.639 8.374 -0.598
C -1.597 9.049 -1.069
O -1.755 10.354 -0.746
C -2.848 11.008 -1.456
C -3.241 9.975 -2.534
C -2.694 8.669 -2.015
H -2.467 11.912 -1.930
H -3.654 11.265 -0.769
H -2.992 10.326 -3.535
H -4.321 9.953 -2.680
H -2.254 8.134 -2.857
H -3.434 8.009 -1.562
O 9.923 -4.112 2.513
C 8.731 -3.811 2.394
O 8.023 -4.058 1.283
C 6.640 -3.678 1.419
C 6.506 -3.641 2.943
C 7.817 -3.236 3.422
H 6.004 -4.331 0.821
H 6.431 -2.690 1.009
H 6.266 -4.635 3.323
H 5.717 -2.937 3.206
H 8.029 -3.512 4.455
H 7.964 -2.157 3.379
O 5.866 7.702 -8.233
C 4.944 7.848 -7.461
O 4.330 9.009 -7.231
C 3.217 8.800 -6.370
C 3.468 7.493 -5.706
C 4.230 6.730 -6.770
H 2.323 8.726 -6.990
H 3.184 9.559 -5.589
H 2.529 7.004 -5.448
H 4.033 7.557 -4.776
H 3.578 6.213 -7.475
H 4.849 5.958 -6.315
O -2.392 7.093 4.889
C -1.710 7.871 5.522
O -2.299 9.038 5.851
C -1.321 9.955 6.368
C -0.007 9.342 5.925
C -0.272 7.848 5.924
H -1.495 9.978 7.444
H -1.430 10.965 5.974
H 0.744 9.532 6.692
H 0.347 9.800 5.002
H -0.291 7.469 6.946
H 0.376 7.275 5.260
O -7.465 3.130 -3.052
C -8.562 3.557 -2.720
O -8.960 4.802 -2.975
C -10.242 5.086 -2.444
C -10.526 3.882 -1.496
C -9.741 2.763 -2.107
H -10.984 5.083 -3.243
H -10.329 6.065 -1.974
H -11.581 3.626 -1.396
H -10.225 4.105 -0.473
H -10.297 2.344 -2.946
H -9.385 2.122 -1.300
O 0.496 -6.622 3.999
C 0.326 -7.826 3.656
O -0.102 -8.781 4.491
C -0.026 -10.067 3.915
C -0.121 -9.775 2.433
C 0.614 -8.448 2.318
H -0.882 -10.647 4.260
H 0.925 -10.512 4.207
H -1.162 -9.638 2.139
H 0.309 -10.602 1.868
H 0.181 -7.835 1.529
H 1.695 -8.513 2.190
O 0.257 -1.845 -0.823
C -0.181 -0.770 -0.480
O 0.627 0.338 -0.432
C -0.027 1.481 0.040
C -1.268 0.933 0.792
C -1.547 -0.362 -0.012
H -0.298 2.082 -0.828
H 0.563 2.065 0.746
H -2.145 1.581 0.799
H -0.929 0.771 1.815
H -2.185 -0.110 -0.859
H -1.971 -1.239 0.479
*
```

The electronic energy comes out at -4004.8286 a.u.

Mulliken population analysis, charges in e, atoms 1 to 4:
1. C -0.505
2. C -0.472
3. C -0.448
4. O -0.388



Record 7
# C3H8IN

A cluster of 2 separate species, C3H8IN in total at a distorted geometry (ωB97M-V with the def2-TZVPD basis set, the OMol25 dataset).

The geometry in ORCA input format:
```
! wB97M-V def2-TZVPD RIJCOSX def2/J DEFGRID3
* xyz 0 1
C -1.411 -0.754 0.443
C 0.609 1.493 -0.653
C -0.079 -1.496 0.422
N 1.424 0.311 -0.613
I 2.959 0.134 0.762
H -1.446 -0.178 -0.542
H -2.164 -1.492 0.332
H -1.586 0.076 1.159
H -0.264 1.439 -1.344
H 0.241 1.897 0.292
H 1.093 2.255 -1.228
H 0.455 -1.546 1.325
H 0.169 -2.138 -0.354
*
```

As for the relative energy (zero: lowest compared OMol25 entry of this formula, charge and spin): 360.3 kJ/mol.

Mulliken population analysis, charges in e, atoms 1 to 4:
1. C -0.678
2. C -0.797
3. C -0.639
4. N -0.418



Record 8
# CCl2O2S

An isolated molecule of CCl2O2S at a distorted geometry (ωB97M-V with the def2-TZVPD basis set, the OMol25 dataset).

The geometry in ORCA input format:
```
! wB97M-V def2-TZVPD RIJCOSX def2/J DEFGRID3
* xyz 0 1
C 1.550 -0.097 0.879
O 0.390 -0.423 0.930
O -1.350 -1.283 -0.983
S -0.754 -0.037 -0.635
Cl -1.920 1.201 0.466
Cl 2.085 0.639 -0.657
*
```

As for the relative energy (zero: lowest compared OMol25 entry of this formula, charge and spin): 197.8 kJ/mol.

Mulliken population analysis, charges in e, atoms 1 to 4:
1. C 0.107
2. O -0.127
3. O -0.375
4. S 0.671